(1)
{"formula": "C2H12O5", "method": "the ωB97M-V functional and the def2-TZVPD basis", "smiles": "C=CO.O.O.O.O", "species": ["C", "C", "O", "H", "H", "H", "H", "H", "H", "O", "H", "H", "O", "H", "H", "O", "H", "H", "O"], "xyz": [[-2.6076, -1.0095, -0.0409], [-2.0608, -0.4167, 1.0085], [-0.7366, -0.4645, 1.2876], [-3.6800, -1.1159, -0.1302], [-2.0179, -1.6233, -0.7162], [-2.6343, 0.2669, 1.6280], [-0.5118, 0.3318, 1.7857], [1.9086, 3.3255, 0.2027], [1.8112, 1.8029, 0.2454], [1.9724, 2.5759, 0.8102], [1.4328, -2.1555, 2.2488], [1.1182, -2.2331, 0.7369], [1.7870, -2.4324, 1.4023], [1.6876, -0.4462, -0.8011], [0.6761, 0.2901, -1.6719], [1.2719, 0.4171, -0.9118], [-1.4561, 0.9748, -2.6368], [-0.4014, 1.6453, -3.4791], [-0.5855, 0.8157, -3.0242]], "nbo_charge": [-0.5315, 0.1505, -0.6887, 0.2116, 0.2012, 0.1638, 0.4922, 0.4598, 0.4975, -0.9702, 0.4747, 0.4733, -0.9471, 0.4754, 0.5041, -0.9805, 0.4830, 0.4800, -0.9490]}

(2)
{"formula": "C16H19F9O3S", "method": "the ωB97M-V functional and the def2-TZVPD basis", "smiles": "CCOCCC1=C(CCCCC(F)(F)C(F)(F)S(F)(F)(F)(F)F)C(=O)C=CC1=O", "species": ["C", "C", "O", "C", "C", "C", "C", "C", "C", "C", "C", "C", "F", "F", "C", "F", "F", "S", "F", "F", "F", "F", "F", "C", "O", "C", "C", "C", "O", "H", "H", "H", "H", "H", "H", "H", "H", "H", "H", "H", "H", "H", "H", "H", "H", "H", "H", "H"], "xyz": [[4.6714, -1.9131, 0.7719], [4.6757, -1.0473, -0.4906], [4.8356, 0.3275, -0.2349], [3.7406, 0.9272, 0.4214], [2.5141, 1.0187, -0.4829], [1.3194, 1.7942, 0.0255], [0.2421, 1.9685, -0.7776], [0.1204, 1.4716, -2.1810], [-0.8111, 0.2492, -2.3215], [-0.7382, -0.7438, -1.1685], [-1.7836, -1.8641, -1.3216], [-3.1189, -1.5590, -0.6439], [-3.4182, -0.2424, -0.7327], [-4.1196, -2.2567, -1.2473], [-3.0813, -2.0075, 0.8467], [-3.2276, -3.3633, 0.8459], [-1.8856, -1.7133, 1.4060], [-4.4438, -1.2473, 1.9500], [-5.1217, -2.6445, 2.2496], [-5.3790, -1.0666, 0.6958], [-3.7934, 0.1757, 1.7035], [-3.5424, -1.4330, 3.2502], [-5.5414, -0.5490, 2.8353], [-0.9880, 2.6772, -0.3110], [-1.9315, 2.8451, -1.0696], [-1.0524, 3.1448, 1.0835], [0.0113, 2.9843, 1.8726], [1.2769, 2.3771, 1.3953], [2.2470, 2.3888, 2.1543], [5.1069, -2.8777, 0.5332], [5.2831, -1.4671, 1.5478], [3.6613, -2.0738, 1.1303], [5.5205, -1.3331, -1.1074], [3.7783, -1.2654, -1.0712], [4.0521, 1.9210, 0.7076], [3.5067, 0.4134, 1.3510], [2.8398, 1.4093, -1.4414], [2.1577, 0.0105, -0.6850], [-0.3308, 2.2754, -2.7547], [1.0767, 1.2649, -2.6429], [-0.5219, -0.2776, -3.2299], [-1.8242, 0.5900, -2.4927], [-0.9235, -0.2275, -0.2325], [0.2504, -1.1867, -1.1617], [-1.3757, -2.7942, -0.9418], [-1.9828, -2.0166, -2.3769], [-1.9522, 3.6074, 1.4508], [0.0010, 3.3284, 2.8929]], "nbo_charge": [-0.6489, -0.0634, -0.5251, -0.0628, -0.4647, -0.0758, 0.0612, -0.4712, -0.3884, -0.4062, -0.4565, 0.6393, -0.3172, -0.3192, 0.4630, -0.3083, -0.3082, 2.3732, -0.4509, -0.4538, -0.4596, -0.4580, -0.4424, 0.4621, -0.5044, -0.2198, -0.2241, 0.4954, -0.5069, 0.2150, 0.2212, 0.2009, 0.1868, 0.1504, 0.2055, 0.1751, 0.2281, 0.2111, 0.2470, 0.2165, 0.2026, 0.2264, 0.2129, 0.2077, 0.2334, 0.2349, 0.2339, 0.2324]}

HOMO-LUMO gap
In order: 9.818, 8.290
Unit: eV
E_tot
In order: -12505.3911, -58332.6064
Unit: eV
LUMO
In order: 0.380, -1.544
Unit: eV